Molecular formula: C3H8O
Method: DFT, ωB97M-V/def2-TZVPD

E ... -5286.9593 eV
SMILES string ... [H][H].CCC=O
Strongest force on any atom ... 0.5 eV/Å
Energy relative to the best compared isomer or geometry (same formula, charge and spin) ... 27.47 kcal/mol

Element x y z (Å)
H: 2.673726 2.039452 -0.215067
H: 1.938529 2.121382 -0.307537
C: -0.357934 -1.435024 0.619043
C: -0.145655 -0.380049 -0.467412
C: -0.882688 0.901791 -0.167590
O: -0.438979 2.014082 -0.327052
H: -1.424710 -1.576379 0.828774
H: 0.132842 -1.145649 1.553859
H: 0.050514 -2.400899 0.308899
H: 0.913288 -0.149540 -0.619406
H: -0.540553 -0.752284 -1.424123
H: -1.918380 0.763116 0.217613

Atomic forces in eV per Å
H 0.0 0.0 0.0
H 0.1 0.0 0.0
C 0.0 0.0 0.1
C 0.1 0.0 0.0
C 0.1 0.3 -0.1
O -0.2 -0.5 0.1
H 0.2 0.0 0.0
H -0.1 0.0 -0.1
H -0.1 0.1 0.1
H -0.2 0.0 0.0
H 0.0 0.1 0.1
H 0.1 0.0 0.0

These are the Mulliken partial charges, in e, on atoms 1 to 6: H 0.21; H -0.22; C -1.12; C -0.18; C 0.03; O -0.45

=====

Molecular formula: C3H8O2
Method: DFT, ωB97M-V/def2-TZVPD

E ... -7333.8639 eV
SMILES string ... C=C(C)O.O
Strongest force on any atom ... 5.9 eV/Å
Energy relative to the best compared isomer or geometry (same formula, charge and spin) ... 50.43 kcal/mol

Element x y z (Å)
C: 0.552316 1.397680 -1.130327
C: -0.155968 0.252835 -0.755561
C: -1.664948 0.325277 -0.834447
O: 0.330722 -1.048647 -0.525589
H: -0.062644 2.213427 -1.454532
H: 1.662756 1.434937 -1.059061
H: -2.060278 -0.700483 -0.331407
H: -2.196819 1.230361 -0.439438
H: -2.103933 0.132655 -1.694440
H: 1.155438 -1.124399 -0.073971
O: 1.761585 -1.538548 2.570608
H: 1.912838 -1.131542 3.457957
H: 0.868931 -1.443557 2.270204

Atomic forces in eV per Å
C -0.1 -3.6 1.6
C 1.3 2.3 -1.7
C 0.1 -2.3 5.4
O -2.0 1.3 -0.3
H 0.2 0.5 0.1
H -1.1 0.1 -0.3
H 0.7 2.6 -0.2
H 1.0 -0.9 0.1
H -1.3 -0.5 -4.9
H 1.2 0.5 0.3
O 1.5 0.1 0.9
H -0.7 -0.4 -1.3
H -0.9 0.3 0.3

These are the Mulliken partial charges, in e, on atoms 1 to 6: C -0.91; C 0.77; C -1.16; O -0.49; H 0.27; H 0.25

=====

Molecular formula: C3H8O2
Method: DFT, ωB97M-V/def2-TZVPD

E ... -7334.7026 eV
SMILES string ... C[C@@H](O)CO
Strongest force on any atom ... 2.5 eV/Å
Energy relative to the best compared isomer or geometry (same formula, charge and spin) ... 31.08 kcal/mol

Element x y z (Å)
C: -1.588160 0.296927 0.285029
C: -0.352515 -0.517357 -0.160451
O: 0.000912 -0.534851 -1.518775
C: 0.850205 0.170812 0.468951
O: 2.060765 -0.342385 -0.258716
H: -1.538808 1.349570 -0.022743
H: -1.704541 0.282835 1.386778
H: -2.488890 -0.146675 -0.134734
H: -0.511532 -1.546368 0.223005
H: 1.038150 -0.591130 -1.376547
H: 0.753885 1.237271 0.244515
H: 0.879592 -0.005302 1.554103
H: 2.600937 0.346650 -0.690421

Atomic forces in eV per Å
C 0.0 -0.1 -0.4
C 0.1 0.3 0.7
O 0.8 -0.1 0.0
C 1.0 0.0 -0.2
O -0.2 0.4 1.1
H 0.1 -0.3 -0.1
H 0.3 -0.2 -0.5
H -0.1 0.1 0.0
H 0.3 0.3 -0.1
H -2.3 -0.2 -1.0
H 0.1 -0.1 0.2
H 0.6 0.0 -0.4
H -0.6 -0.1 0.7

These are the Mulliken partial charges, in e, on atoms 1 to 6: C -1.27; C 0.43; O -0.62; C -0.52; O -0.63; H 0.36

=====

Molecular formula: C3H8O2
Method: DFT, ωB97M-V/def2-TZVPD

E ... -7335.2591 eV
SMILES string ... OCCCO
Strongest force on any atom ... 0.4 eV/Å
Energy relative to the best compared isomer or geometry (same formula, charge and spin) ... 18.25 kcal/mol

Element x y z (Å)
O: -0.677948 1.289669 0.756848
C: -1.193691 0.065672 0.244792
C: -0.160961 -0.491941 -0.720757
C: 1.240696 -0.560869 -0.104462
O: 1.928889 0.662508 -0.247106
H: -1.230326 1.578936 1.491836
H: -2.155565 0.229391 -0.265336
H: -1.368532 -0.653725 1.061023
H: -0.085970 0.166521 -1.594145
H: -0.495619 -1.475053 -1.074098
H: 1.175739 -0.858511 0.956804
H: 1.845198 -1.316758 -0.615262
H: 1.339118 1.334304 0.125326

Atomic forces in eV per Å
O -0.2 0.2 0.2
C -0.1 -0.4 -0.2
C 0.0 0.0 -0.1
C -0.1 -0.4 0.0
O -0.1 0.3 0.2
H 0.1 0.0 -0.1
H 0.2 0.0 0.1
H 0.1 0.2 -0.1
H -0.1 -0.1 0.0
H 0.1 0.1 0.1
H 0.0 0.1 -0.2
H -0.1 0.1 0.0
H 0.2 0.0 0.0

These are the Mulliken partial charges, in e, on atoms 1 to 6: O -0.52; C -0.39; C -0.62; C -0.36; O -0.54; H 0.29

=====

Molecular formula: C3H8O2
Method: DFT, ωB97M-V/def2-TZVPD

E ... -7331.3657 eV
Strongest force on any atom ... 4.8 eV/Å
Energy relative to the best compared isomer or geometry (same formula, charge and spin) ... 108.04 kcal/mol

Element x y z (Å)
C: 2.124633 0.630965 0.572102
O: 0.400521 0.535268 0.584925
C: -0.068250 -0.624267 -0.114806
C: -1.565027 -0.484213 -0.319606
O: -1.881729 0.630728 -1.124896
H: 2.261144 1.260349 1.459269
H: 2.417695 -0.415030 0.763514
H: 1.297358 1.080464 -0.394551
H: 0.438909 -0.724306 -1.089954
H: 0.166146 -1.504806 0.497592
H: -1.944620 -1.366566 -0.847990
H: -2.064021 -0.438802 0.662345
H: -1.582759 1.420214 -0.647939

Atomic forces in eV per Å
C -4.4 0.5 -1.6
O 0.2 -0.5 0.3
C 0.4 0.1 0.4
C 0.1 -0.3 0.1
O 0.1 0.4 0.2
H 0.2 0.0 -0.6
H 0.1 0.6 -0.6
H 3.5 -0.7 1.9
H -0.1 0.0 0.2
H -0.1 -0.1 -0.2
H 0.1 0.1 0.1
H 0.1 0.1 -0.2
H -0.1 -0.2 -0.2

These are the Mulliken partial charges, in e, on atoms 1 to 6: C -0.56; O -0.43; C -0.37; C -0.55; O -0.52; H 0.21

=====

Molecular formula: C3H8O2
Method: DFT, ωB97M-V/def2-TZVPD

E ... -7333.8893 eV
SMILES string ... C=CCO.O
Strongest force on any atom ... 3.6 eV/Å
Energy relative to the best compared isomer or geometry (same formula, charge and spin) ... 49.84 kcal/mol

Element x y z (Å)
C: -0.882515 1.243853 0.562519
C: -0.338152 1.260408 -0.633540
C: 1.067593 0.723902 -0.904719
O: 1.120864 -0.563654 -0.183369
H: -1.797282 1.741477 0.785269
H: -0.493898 0.709554 1.399726
H: -0.797374 1.829480 -1.505028
H: 1.153179 0.543267 -1.932136
H: 1.862663 1.291679 -0.396618
H: 1.001024 -1.332416 -0.699338
O: -0.984544 -2.034496 0.979531
H: -0.383491 -1.853996 1.715802
H: -0.716934 -1.512819 0.117465

Atomic forces in eV per Å
C -0.5 0.0 0.1
C 0.8 1.7 -1.6
C -1.6 -1.8 2.6
O 0.8 1.7 0.9
H -0.7 0.2 -0.2
H 0.6 -0.3 0.3
H 0.4 -0.7 1.3
H 0.8 0.1 -1.5
H -0.3 0.1 -0.8
H 0.0 -0.9 -1.4
O 0.0 0.7 -2.3
H 0.1 0.4 -0.8
H -0.4 -1.2 3.4

These are the Mulliken partial charges, in e, on atoms 1 to 6: C -0.64; C 0.00; C -0.33; O -0.60; H 0.27; H 0.19

=====

Molecular formula: C3H8O2S
Method: DFT, ωB97M-V/def2-TZVPD

E ... -18168.3263 eV
Strongest force on any atom ... 4.4 eV/Å
Energy relative to the best compared isomer or geometry (same formula, charge and spin) ... 26.09 kcal/mol
Net charge ... -2

Element x y z (Å)
C: -0.227256 -0.391440 0.349069
O: -1.556003 -0.687765 0.342173
C: 0.273111 0.180751 -1.021465
C: 1.844334 -0.034787 -1.139797
S: 2.665395 1.211469 -2.168386
H: 0.168448 0.420860 1.160218
H: 0.396110 -1.335992 0.568742
H: 0.066515 1.287015 -0.993172
H: -0.530741 -0.210088 -1.758569
H: 2.084812 -1.084521 -1.470192
H: 2.161190 -0.073763 -0.080291
H: -1.768626 -0.355927 1.248010
H: -2.900792 0.681349 2.031486
O: -2.676495 0.392841 2.932169

Atomic forces in eV per Å
C 4.3 0.8 0.0
O -0.9 0.7 1.3
C -1.1 0.1 0.6
C -1.5 -0.9 -0.2
S 0.3 -0.1 0.0
H -1.4 -1.9 -1.4
H -0.6 1.0 -0.2
H 0.4 -0.9 -0.2
H 1.9 0.2 0.4
H -0.4 0.8 -0.1
H 0.2 0.5 -0.3
H -1.3 -0.5 0.2
H -0.2 0.2 0.5
O 0.2 -0.1 -0.7

These are the Mulliken partial charges, in e, on atoms 1 to 6: C -0.33; O -0.44; C -0.34; C -0.73; S -0.75; H 0.25

=====

Molecular formula: C3H8O2S
Method: DFT, ωB97M-V/def2-TZVPD

E ... -18168.7205 eV
Strongest force on any atom ... 3.0 eV/Å
Energy relative to the best compared isomer or geometry (same formula, charge and spin) ... 17.00 kcal/mol
Net charge ... -2

Element x y z (Å)
C: 0.802367 -0.235328 -0.603252
O: 0.612767 -1.162607 -1.627142
C: -0.632127 -0.133609 0.102529
C: -0.447670 0.931136 1.209775
S: -1.864111 1.447765 2.218889
H: 1.559713 -0.606215 0.097196
H: 1.056076 0.767584 -1.002130
H: -1.098524 -1.105888 0.164205
H: -1.230547 0.187198 -0.787322
H: -0.004765 1.733274 0.583322
H: 0.329079 0.513159 1.842021
H: 1.584665 -1.552080 -2.163902
H: 2.564093 -2.805812 -2.699332
O: 2.669833 -1.871396 -2.915327

Atomic forces in eV per Å
C -2.1 -1.5 -0.3
O 1.2 -0.8 -1.0
C 1.4 1.5 -2.1
C -0.6 -0.8 -1.1
S -0.2 0.2 0.1
H 0.2 0.4 0.3
H 0.2 -0.2 0.3
H 0.4 -0.6 1.4
H 0.1 0.7 0.8
H -0.2 0.1 0.9
H 0.3 0.2 0.3
H -0.6 1.2 0.2
H 0.3 -0.1 -0.2
O -0.5 -0.4 0.5

These are the Mulliken partial charges, in e, on atoms 1 to 6: C -0.38; O -0.62; C -0.54; C -0.65; S -0.78; H 0.27

=====

- What is the E in the seventh record?
  -18168.3263 eV